Record 1
Density functional theory data (ωB97M-V/def2-TZVPD) for a 10-piece molecular cluster, C14H48N6O10 overall in a non-equilibrium geometry.

As for the LUMO energy: 0.08 eV. The calculation puts the electronic energy at -44709.1792 eV. The SMILES is NC(N)=O.NC(N)=O.NC(N)=O.CCO.CCO.CCO.CCO.CO.CO.CO. The HOMO energy comes out at -8.876 eV. As for the energy relative to the best compared isomer or geometry (same formula, charge and spin): 94.9 kcal/mol. The orbital gap comes out at 8.9592 eV.

Cartesian coordinates (Å):
1 O 0.96331 -1.12674 -3.57328
2 O -2.76469 2.04426 0.19172
3 O 0.26531 5.02126 -0.81628
4 O -5.13269 -0.94874 3.39272
5 O 1.19831 1.71926 -2.38128
6 O 1.11931 -4.19774 0.40972
7 O -0.79169 -0.05074 0.48072
8 O 3.82931 0.46126 -2.16128
9 O -3.63069 -2.44574 -0.17928
10 O 2.43031 -1.73474 1.05472
11 N -4.62669 0.95726 2.10572
12 N -0.91069 1.21126 -3.49128
13 N -0.55969 3.25226 -2.56028
14 N 0.89831 -2.80674 -1.90728
15 N -3.22869 -0.83074 1.99772
16 N 1.11531 -0.72874 -1.30428
17 C -0.05269 2.06826 -2.92228
18 C 1.50631 5.63626 -0.62528
19 C 0.88631 -1.52774 -2.24628
20 C 2.59331 4.57226 -0.35928
21 C -2.16869 -4.09774 -1.32828
22 C -4.33869 -0.27174 2.52772
23 C 0.28131 -3.61374 2.65572
24 C 0.26231 -4.57174 1.45072
25 C 3.43731 -1.88674 1.98972
26 C 0.75831 1.70826 1.03472
27 C -0.15869 0.57626 1.59572
28 C 4.30031 0.32326 -0.87528
29 C -2.28969 -2.73974 -0.60828
30 C -2.37869 3.37526 0.51572
31 H -1.63669 -2.78174 0.26672
32 H 0.36331 -0.20574 2.04972
33 H -1.13069 -4.27774 -1.50728
34 H -1.73769 3.30426 1.41972
35 H -0.77269 -4.70574 1.05972
36 H 5.32131 0.61226 -0.84628
37 H -3.11869 -1.80374 2.33672
38 H 2.89631 0.63226 -2.18028
39 H -0.34769 5.65726 -1.17728
40 H 3.69631 0.84426 -0.17228
41 H -3.25769 4.00926 0.66272
42 H -2.08569 -1.98474 -1.30228
43 H -1.92469 1.52826 -0.02728
44 H -2.65569 -4.19674 -2.29428
45 H 4.23031 -1.23174 1.64072
46 H 0.70131 -3.53974 -2.59228
47 H 1.32231 -3.50474 3.00472
48 H 0.88731 -3.12574 -0.90228
49 H -4.05669 1.51426 1.47572
50 H -3.61269 -1.85474 0.58672
51 H 0.29231 2.34126 0.24172
52 H -2.47069 -0.32574 1.49572
53 H -2.52769 -4.96374 -0.83728
54 H 2.29531 4.00326 0.52072
55 H -1.82569 3.78226 -0.32028
56 H 1.42131 -0.95774 -0.38028
57 H 1.67731 1.29326 0.54772
58 H 1.86631 -2.52774 1.19772
59 H -0.19669 -0.17974 -0.25728
60 H -0.76069 0.14026 -3.51028
61 H 1.70331 6.12726 -1.57728
62 H -1.87969 1.56126 -3.46628
63 H 1.02331 2.40826 1.81172
64 H 3.62731 4.96826 -0.13028
65 H 3.14631 -1.52774 2.99272
66 H 1.31231 6.27126 0.25972
67 H 1.00831 -4.93674 -0.20028
68 H 2.77531 3.79726 -1.15928
69 H 0.48731 -5.58474 1.78272
70 H -5.53469 1.50326 2.43272
71 H 4.38831 -0.70374 -0.59928
72 H 3.78431 -2.90674 1.96872
73 H -0.31969 -3.84074 3.57372
74 H 1.15331 0.22926 -1.69228
75 H -0.05569 -2.66274 2.35972
76 H -1.34769 3.66526 -3.00128
77 H -0.04169 3.84226 -1.87028
78 H -0.89469 0.94826 2.25172

Forces on atoms 1 to 3 (eV/Å):
O -1.7221 -1.6822 5.6561
O 1.0118 -0.7022 -0.5935
O -1.0985 -1.2815 0.2902


Record 2
Density functional theory data (ωB97M-V/def2-TZVPD) for C7H14O as an isolated structure in a non-equilibrium geometry.

As for the LUMO energy: 0.73 eV. The calculation puts the electronic energy at -9528.9701 eV. The HOMO energy comes out at -9.577 eV. As for the energy relative to the best compared isomer or geometry (same formula, charge and spin): 110.6 kcal/mol. The orbital gap comes out at 10.3103 eV.

Cartesian coordinates (Å):
1 O -1.76786 -0.86705 -1.35096
2 C -1.16684 1.89796 -0.51574
3 C 1.95911 -0.90156 -0.87493
4 C 1.67584 0.31427 0.06031
5 C -1.35398 -0.56754 -0.18169
6 C -1.20848 -1.85564 0.74134
7 C -1.04658 0.81317 0.41379
8 C 0.47572 0.57773 0.98127
9 H 1.60177 1.06412 -0.64160
10 H -2.04385 2.05027 -0.96045
11 H -0.11887 -1.98048 1.31589
12 H 0.51959 -0.02934 1.89029
13 H 2.67241 0.52569 0.39241
14 H -1.78839 -2.57901 0.08619
15 H -1.84926 0.90641 1.11934
16 H 0.65424 1.72492 1.12865
17 H -0.80699 1.47088 -1.49343
18 H -0.78400 3.00477 -0.56906
19 H 2.05731 -1.93814 -0.25677
20 H 1.30627 -1.16672 -1.78735
21 H -2.00732 -1.65015 1.87331
22 H 3.02014 -0.81458 -1.37083

Forces on atoms 1 to 3 (eV/Å):
O 1.5762 2.0660 3.8778
C 3.9350 2.2476 -4.2747
C 1.0656 -3.5469 -0.1937


Record 3
Density functional theory data (ωB97M-V/def2-TZVPD) for C45H42N2O6P3Rb as an isolated structure in a non-equilibrium geometry.

As for the LUMO energy: -0.01 eV. The calculation puts the electronic energy at -91138.4603 eV. The HOMO energy comes out at -8.174 eV. As for the energy relative to the best compared isomer or geometry (same formula, charge and spin): 1.1 kcal/mol. The orbital gap comes out at 8.1610 eV.

Cartesian coordinates (Å):
1 Rb 0.23226 -0.33382 -0.40254
2 P 3.42772 -1.18983 -1.62220
3 P -2.08092 1.72074 -2.02013
4 P -3.96344 -1.92472 0.51606
5 O 1.14038 1.05314 1.23643
6 O 1.96823 -1.36333 -1.89811
7 O 3.83838 -1.24507 5.80606
8 O 2.61026 1.64567 2.80425
9 O 3.84428 0.74247 4.79474
10 O -4.52419 0.20835 -1.72607
11 N 1.10166 -1.60670 2.25103
12 N 2.15925 -2.34832 4.02520
13 C -1.65422 4.11456 -0.59276
14 C -6.42172 3.31204 -2.22715
15 C 1.84757 0.82299 2.23882
16 C 3.83614 -0.98460 0.11767
17 C 0.72590 -4.01269 2.84679
18 C 0.10265 3.51814 -2.10621
19 C -3.68111 -0.18088 1.00171
20 C -0.53519 -3.75964 -0.72615
21 C -2.38226 -2.05171 -1.89548
22 C 2.50256 -1.02951 3.91583
23 C -3.33496 2.42943 1.93037
24 C 4.40513 -2.60196 -2.17749
25 C -5.44424 -0.81177 -1.72352
26 C -1.58197 -3.24147 0.02716
27 C -1.16414 3.26295 -1.58391
28 C -4.85899 1.51200 -1.98302
29 C -6.16510 1.98205 -1.93627
30 C -0.34307 1.15111 -6.27916
31 C -1.47753 1.93784 -6.12808
32 C -2.04843 2.11471 -4.87581
33 C -4.78395 0.63399 1.25288
34 C -5.29332 -1.80826 -0.75402
35 C -2.40779 0.32318 1.24312
36 C -6.41014 -0.91822 -2.71506
37 C -7.27347 -2.00196 -2.72537
38 C -0.37456 0.68816 -3.92453
39 C -0.41159 -3.42395 -2.06503
40 C 0.20891 0.52292 -5.17265
41 C 0.35101 5.43895 -0.67913
42 C -1.49758 1.49915 -3.75475
43 C -3.78812 2.37285 -2.24447
44 C -6.18446 -2.88108 -0.78522
45 C -7.17108 -2.98444 -1.75314
46 C 3.45725 -0.49397 4.92861
47 C -0.90816 5.19469 -0.14932
48 C 4.11146 0.25358 -2.45946
49 C -1.33687 -2.56823 -2.64661
50 C -4.61300 1.93147 1.70911
51 C -5.38444 4.17205 -2.55478
52 C 1.31930 -2.65625 3.01500
53 C -2.52100 -2.37861 -0.54514
54 C -4.08096 3.70151 -2.54231
55 C 0.85290 4.59617 -1.65756
56 C -2.23083 1.62360 1.69765
57 C 1.82463 -0.57157 2.81133
58 H -5.58537 5.20728 -2.79545
59 H -1.91941 2.42205 -6.98971
60 H -8.02394 -2.07592 -3.50158
61 H -0.32321 -4.01544 3.14516
62 H 0.39639 -3.83418 -2.65521
63 H 3.99981 -3.50238 -1.71521
64 H -1.25544 -2.31335 -3.69591
65 H 1.08134 -0.10970 -5.27887
66 H 0.78285 -4.31796 1.80471
67 H 1.83605 4.77614 -2.07338
68 H -2.62974 3.92832 -0.16293
69 H -3.26678 4.38722 -2.74056
70 H -5.47888 2.55485 1.89460
71 H -1.22656 1.99220 1.87226
72 H 3.42898 -1.82746 0.67785
73 H -1.53707 -0.30591 1.13755
74 H -6.47182 -0.15815 -3.48249
75 H 0.16979 -4.45150 -0.28425
76 H -7.44071 3.67503 -2.19026
77 H 5.45423 -2.49515 -1.90282
78 H -6.08640 -3.65073 -0.02909
79 H -7.84964 -3.82664 -1.75401
80 H -1.70059 -3.52875 1.06527
81 H -6.97343 1.31695 -1.66765
82 H 0.51204 2.87765 -2.87770
83 H 4.02213 0.11517 -3.53697
84 H 5.15595 0.41552 -2.19434
85 H -1.30828 5.84308 0.61992
86 H 4.91537 -0.93558 0.26174
87 H 0.04414 0.16357 -3.07318
88 H 3.38625 -0.06491 0.49153
89 H 2.50557 -2.92655 4.77639
90 H 3.41409 1.16422 3.94101
91 H 3.52605 1.12547 -2.16382
92 H -2.93050 2.73454 -4.77667
93 H 0.10232 1.02103 -7.25697
94 H -5.78498 0.25190 1.08171
95 H 0.93646 6.27871 -0.32902
96 H -3.20091 3.44225 2.28898
97 H 1.25533 -4.74470 3.45519
98 H 4.31797 -2.69459 -3.26003
99 H -3.09961 -1.40797 -2.38015

Forces on atoms 1 to 3 (eV/Å):
Rb -1.2727 -1.0210 -1.2461
P 0.3571 -0.0594 -0.1196
P 0.0013 0.3111 -0.3898


Record 4
Density functional theory data (ωB97M-V/def2-TZVPD) for a 2-piece molecular cluster, C4H12 overall in a non-equilibrium geometry.

As for the LUMO energy: 1.15 eV. The calculation puts the electronic energy at -4342.2179 eV. The SMILES is CC.CC. The HOMO energy comes out at -11.679 eV. As for the energy relative to the best compared isomer or geometry (same formula, charge and spin): 7.2 kcal/mol. The orbital gap comes out at 12.8256 eV.

Cartesian coordinates (Å):
1 C 0.42641 2.46951 0.91617
2 C 1.53155 1.37940 0.96165
3 C -0.97017 -1.18295 -1.00213
4 C -0.99803 -2.70423 -0.84886
5 H -0.54399 2.00041 1.02581
6 H 0.41718 2.94546 -0.06750
7 H 2.22487 1.46640 0.12148
8 H 2.20044 1.55150 1.80349
9 H -1.03420 -0.61691 -0.07264
10 H -1.89391 -0.90432 -1.50867
11 H -1.20153 -3.14461 -1.82709
12 H -0.10785 -3.08133 -0.36529
13 H -1.83377 -3.04558 -0.24097
14 H 0.65318 3.24041 1.64510
15 H 1.12295 0.38885 0.97719
16 H -0.04158 -0.84393 -1.47014

Forces on atoms 1 to 3 (eV/Å):
C 0.8446 -0.5492 -0.7600
C 0.5041 1.1822 -0.1932
C -0.3217 -0.0680 0.4847


Record 5
Density functional theory data (ωB97M-V/def2-TZVPD) for C40H40BrN11O4Ti as an isolated structure in a non-equilibrium geometry.

As for the LUMO energy (alpha / beta): -2.56 / -2.67 eV. Its expectation value of S² is 0.756. The charge is +1. As for the spin multiplicity: 2. The calculation puts the electronic energy at -159866.8462 eV. The HOMO energy (alpha / beta) comes out at -8.976 / -9.776 eV. As for the energy relative to the best compared isomer or geometry (same formula, charge and spin): 29.6 kcal/mol. The orbital gap (alpha / beta) comes out at 6.4206 / 7.1062 eV.

Cartesian coordinates (Å):
1 Br -2.46766 -1.38418 -2.60910
2 Ti -0.12223 0.84476 0.52304
3 O 4.83705 -0.91918 -1.28164
4 O 1.27570 0.98574 -0.63380
5 O -0.07523 -1.04162 0.74842
6 O -0.14117 -3.11257 -0.01696
7 N -1.81386 -5.20428 0.65539
8 N -0.90489 -6.30714 -1.15796
9 N -3.11273 0.78836 1.94086
10 N -1.91192 1.43854 -0.09601
11 N 0.57336 -0.99869 -2.33539
12 N 0.69406 2.80571 1.14349
13 N 1.20810 1.81352 3.28177
14 N -2.31203 -4.51340 -1.48741
15 N 1.83039 -0.62718 -2.21958
16 N -0.81883 1.13381 2.31735
17 N 0.46526 -1.81013 3.28180
18 C 0.94068 3.81927 0.30398
19 C -4.28694 1.37740 -0.03410
20 C -2.08427 0.84931 2.71653
21 C -2.75667 0.66363 6.47213
22 C 0.00453 -2.83507 2.35781
23 C -0.51684 -4.32643 -4.90751
24 C -0.45370 1.21387 5.94528
25 C -3.17638 2.29155 -1.93947
26 C 3.48821 0.98726 -1.60453
27 C 4.44116 3.02775 -2.47785
28 C -1.46258 0.97689 6.87773
29 C 4.74746 0.39960 -1.65804
30 C -0.05495 -2.31903 0.90738
31 C -2.07738 0.79791 4.20611
32 C 0.00782 1.35509 3.37282
33 C 0.62960 -4.81427 -4.27177
34 C -0.06750 -5.81935 -6.75960
35 C 1.07785 -6.28349 -6.12717
36 C -1.06637 -2.33948 -3.46789
37 C 3.34939 2.29782 -2.03164
38 C -1.66145 -5.33082 -0.65674
39 C -0.93018 -5.83956 1.63885
40 C -3.08513 0.58074 5.12036
41 C 0.78746 -4.15713 2.52848
42 C 5.85204 1.11793 -2.09271
43 C 1.42138 -5.78055 -4.88030
44 C -3.05183 1.17478 0.59402
45 C 0.28714 -1.88294 -3.21788
46 C 1.57209 2.55948 2.13760
47 C -1.98762 1.99366 -1.33339
48 C -0.78178 1.10414 4.61198
49 C 2.30153 0.19643 -1.09277
50 C 5.69604 2.43512 -2.49753
51 C 2.81509 3.19347 2.15168
52 C 3.07540 4.19806 1.24751
53 C -0.85791 -4.85708 -6.15275
54 C -4.35728 1.94385 -1.28266
55 C -1.42603 -3.34177 -4.27989
56 C 2.09176 4.57008 0.33441
57 C 0.52207 -5.33803 1.59425
58 H -1.37761 -5.63392 2.61075
59 H 6.55962 2.99437 -2.83352
60 H -2.26298 -4.35150 0.94613
61 H -1.03976 2.18575 -1.82094
62 H 0.90166 -4.43465 -3.29168
63 H 4.31617 4.05158 -2.80518
64 H 1.85252 -3.91003 2.49171
65 H 0.59384 -4.49154 3.55332
66 H -0.34606 -6.20820 -7.73036
67 H 2.64264 -0.46502 -0.28851
68 H 5.76179 -1.18586 -1.26937
69 H 1.06265 -2.32702 -3.84445
70 H -1.24345 1.05125 7.93496
71 H -5.31724 2.13133 -1.74563
72 H 0.32010 -2.09587 4.24198
73 H -1.75123 -4.50026 -6.65225
74 H -2.06008 -4.50160 -2.46522
75 H -3.18433 2.76140 -2.91231
76 H 0.78786 -5.06404 0.57709
77 H -2.48219 -3.46819 -4.49160
78 H -1.04637 -3.01603 2.62442
79 H 2.31073 -6.14166 -4.37807
80 H -3.52116 0.49804 7.22008
81 H 0.55142 1.47811 6.24709
82 H 1.69656 -7.03335 -6.60194
83 H 2.36349 2.74231 -2.00134
84 H -0.40092 -6.93324 -0.55819
85 H -2.63318 -3.62476 -1.13380
86 H -4.09370 0.36106 4.79480
87 H 1.45450 -1.62343 3.16269
88 H -5.17126 1.11681 0.52994
89 H 2.54235 -1.09820 -2.76673
90 H 4.02938 4.70946 1.26252
91 H 2.23659 5.38636 -0.35904
92 H 6.82819 0.64570 -2.12004
93 H 0.17323 4.00844 -0.43821
94 H 1.17578 -6.16161 1.89262
95 H -0.77911 -6.39654 -2.15276
96 H 3.52057 2.91363 2.92168
97 H -0.98832 -6.92212 1.51063

Forces on atoms 1 to 3 (eV/Å):
Br -0.0063 0.2247 0.0286
Ti 1.2736 -0.3249 -0.4212
O -0.0083 0.0456 0.0147


- Number 4 is which compound?
  C4H12